[1]
{"formula": "C28H26ClIN3O5PdS", "method": "the ωB97M-V functional and the def2-TZVPD basis", "species": ["C", "S", "H", "C", "C", "C", "C", "C", "H", "H", "C", "H", "H", "C", "C", "H", "N", "C", "H", "O", "H", "Cl", "C", "H", "H", "Pd", "C", "H", "C", "C", "C", "C", "H", "C", "H", "C", "I", "H", "H", "C", "H", "O", "H", "O", "H", "H", "H", "C", "N", "H", "C", "H", "C", "C", "C", "C", "C", "C", "O", "C", "O", "N", "H", "H", "H", "H"], "positions_angstrom": [[5.25138, 0.78706, 0.39578], [-0.66468, -1.44481, 2.36887], [-5.22988, 5.03554, 0.87438], [-1.38256, 4.81715, 1.19194], [-4.15412, 4.96948, 0.95999], [2.94901, -2.67541, -0.35501], [-2.09388, -0.32474, -1.60346], [-2.13312, -2.43323, -2.79864], [-3.14110, -2.62111, -2.45479], [2.04935, 0.01829, -4.74291], [5.12927, -1.69623, 0.01614], [-4.03311, 3.06168, -0.01421], [-3.61386, -2.67338, 2.10831], [2.33001, -1.44582, -0.29200], [-0.13684, -0.92941, -3.03074], [4.80714, -3.76740, -0.27484], [-2.13765, 1.64546, -0.56966], [4.34642, -2.79124, -0.21048], [-3.44242, -2.92804, 0.37759], [1.82718, -1.96122, -4.11587], [3.50528, -1.01054, -4.65023], [6.84226, -1.87843, 0.18192], [4.57052, 1.96748, 0.49885], [2.59879, 2.88950, 0.44043], [-1.50556, 6.72361, 2.15092], [0.53764, 0.66210, -0.24520], [-3.04316, -2.37703, 1.22956], [2.77178, -0.36066, -3.16038], [-0.10964, -3.19864, -3.95419], [-3.48906, 3.86221, 0.46438], [-2.05405, 5.92015, 1.67902], [-1.03472, -0.58815, 4.92351], [-3.96169, 6.86099, 1.94673], [-3.43867, 5.99478, 1.56328], [-3.16469, -0.36235, -1.44034], [0.56908, -2.04797, -3.71075], [1.80094, -4.38267, -0.60894], [-1.63291, -2.56434, 4.21625], [-1.02719, -2.65646, 0.43617], [2.57508, -0.73566, -4.16294], [-1.94298, -4.30598, -3.75856], [0.24297, 0.22000, -3.10530], [6.32539, 0.75318, 0.51613], [-0.13555, 2.52566, 0.18057], [-3.20548, -1.31156, 1.06016], [-1.36439, -3.63626, 1.85662], [5.08399, 2.89672, 0.69742], [-1.56095, -2.66866, 1.38928], [-1.42892, 0.65424, -0.93757], [0.39094, -3.99114, -4.49257], [-1.45337, -3.36985, -3.52207], [-0.03595, -0.91198, 5.21623], [4.54712, -0.41003, 0.13725], [-1.63555, -1.52312, 3.88585], [-2.09841, 3.78376, 0.58050], [-1.47715, -1.24253, -2.42058], [3.15352, -0.31827, -0.01326], [3.17466, 1.97723, 0.35282], [-0.97612, -0.09744, 1.76894], [-1.37586, 2.62385, 0.08171], [1.02985, -1.25656, -0.45671], [2.49947, 0.88029, 0.10327], [-0.97057, 0.42621, 4.53004], [-1.66104, -0.56667, 5.81429], [-2.65439, -1.23236, 3.62756], [-0.30781, 4.74073, 1.27952]], "forces_ev_per_a": [[-0.0245, -0.0362, 0.0109], [0.0978, 0.0017, 0.0427], [0.0002, 0.0018, -0.0021], [-0.0026, 0.0144, 0.0212], [0.0065, -0.0013, -0.0001], [0.0575, 0.0652, 0.0278], [0.0765, -0.3863, -0.0490], [-0.0355, -0.2406, -0.2158], [0.0005, 0.0076, 0.0133], [0.0375, -0.0143, 0.0032], [0.0169, 0.0367, 0.0368], [0.0001, -0.0023, 0.0063], [-0.0004, -0.0010, -0.0098], [0.0037, 0.0541, 0.0025], [-0.0341, 0.0506, -0.1167], [-0.0016, 0.0026, -0.0080], [0.0279, -0.1217, 0.0198], [-0.0191, -0.0366, 0.0147], [-0.0064, -0.0016, -0.0022], [0.0945, -0.0119, -0.0834], [0.0128, 0.0074, 0.0262], [0.0015, -0.0025, -0.0070], [-0.0076, 0.0330, 0.0183], [0.0051, 0.0007, -0.0008], [-0.0011, 0.0002, 0.0004], [-0.1057, 0.0806, -0.4066], [-0.0057, -0.0071, -0.0172], [-0.0108, 0.0158, 0.0392], [0.1371, 0.1349, -0.0199], [-0.0105, 0.0171, -0.0133], [0.0112, -0.0031, 0.0027], [-0.0123, 0.0035, 0.0006], [-0.0023, -0.0016, 0.0004], [-0.0044, 0.0017, -0.0012], [-0.0039, -0.0238, 0.0388], [0.0961, -0.2816, 0.0890], [-0.0563, 0.0115, -0.0623], [0.0218, 0.0002, 0.0025], [-0.0142, 0.0137, -0.0098], [-0.0071, -0.0134, 0.0177], [-0.0013, -0.0038, 0.0060], [-0.0347, -0.0123, 0.1233], [0.0030, 0.0042, -0.0134], [0.0759, -0.0071, -0.0046], [-0.0036, 0.0214, -0.0251], [0.0099, 0.0030, -0.0001], [0.0026, -0.0036, 0.0030], [0.0178, 0.0107, -0.0163], [0.1915, 0.3960, 0.0759], [0.0072, 0.0115, -0.0212], [-0.1732, 0.1570, 0.1631], [0.0040, 0.0044, -0.0014], [0.0303, -0.0139, -0.0216], [-0.0049, 0.0225, -0.0225], [0.0062, -0.0075, 0.0079], [-0.1529, 0.1979, 0.3696], [-0.0167, -0.0673, -0.0536], [-0.0646, 0.0684, 0.0131], [-0.1855, -0.0702, 0.1188], [0.0353, -0.1120, -0.0235], [-0.1215, 0.3064, -0.2356], [0.0202, -0.2738, 0.1446], [-0.0054, -0.0001, 0.0014], [0.0101, -0.0057, 0.0072], [0.0136, 0.0093, 0.0003], [-0.0022, -0.0036, -0.0051]], "e_homo_ev": [-10.4259, -10.4242], "relative_energy_kcal_mol": 0.00, "total_charge": 1, "energy_ev": -79095.945, "homo_lumo_gap_ev": [5.057, 5.056]}

---

[2]
{"formula": "C28H26F2NO4", "method": "the ωB97M-V functional and the def2-TZVPD basis", "species": ["C", "H", "H", "O", "H", "C", "O", "H", "C", "C", "H", "C", "H", "C", "H", "C", "C", "C", "H", "C", "H", "H", "C", "C", "C", "H", "C", "H", "C", "O", "H", "C", "H", "H", "C", "F", "H", "F", "C", "C", "H", "H", "C", "C", "O", "H", "C", "C", "C", "H", "H", "H", "C", "H", "C", "C", "N", "H", "H", "C", "H"], "positions_angstrom": [[-3.71201, 2.18102, -2.05338], [-4.63105, 1.65285, -1.80481], [-3.74593, -2.14035, 4.42482], [-0.70744, -2.90472, -1.00067], [-1.88093, 0.39546, 0.61345], [-2.21226, 2.91042, -3.72825], [1.88977, 2.98352, 0.59386], [-2.11095, -3.21893, 2.91735], [-0.76596, 3.94559, -0.39127], [-3.18390, 0.41503, 2.30521], [0.66852, -1.70320, 2.48459], [0.62322, -3.19119, -1.29486], [1.32406, -4.18981, -3.09302], [-1.88443, -1.48632, 1.67372], [4.92187, -2.19364, 2.22513], [-2.91037, 2.71825, -1.07202], [2.73576, 0.99299, -1.28368], [-1.73575, 3.35866, -1.42024], [3.21486, -0.22713, 5.60281], [4.17349, -1.19421, 3.95746], [3.55643, 1.51745, -0.80293], [-0.79810, 3.39682, 0.55769], [1.30819, 2.88128, -0.46234], [4.03960, -1.84193, 2.74459], [0.97783, -3.19827, -2.78386], [0.07798, -2.98410, -3.37135], [-2.27578, -0.17311, 1.44832], [3.05768, -2.59780, -2.97379], [2.76959, -2.02979, 2.21489], [1.39865, -3.41299, -0.40720], [-0.13884, -0.82728, -2.92089], [1.47663, 1.57549, -1.21692], [3.89186, -0.65140, -1.97170], [2.00274, -1.98652, -4.22264], [-2.41307, -2.19431, 2.74369], [5.40101, -1.01615, 4.47252], [0.94128, -0.53757, 4.64544], [-3.55843, 1.69393, 2.08779], [-3.33065, -1.58793, 3.59275], [3.07548, -0.72578, 4.65271], [-3.99604, 1.80182, -4.16507], [-1.03481, 4.98705, -0.19079], [0.67880, -0.28381, -2.45515], [-3.38090, 2.24541, -3.38873], [0.57179, 3.90722, -0.96546], [-1.93132, 2.96931, -4.77736], [1.65635, -1.55974, 2.89884], [1.80958, -0.90659, 4.11487], [2.90569, -0.20031, -1.91826], [-0.58857, 1.29031, -1.83698], [-1.16650, -1.95407, 1.01377], [-0.49483, 3.94238, -3.11014], [0.42724, 0.90245, -1.84380], [2.64854, -2.54159, 1.26974], [-1.39616, 3.44861, -2.76075], [2.07041, -2.16268, -3.14063], [1.88957, -0.85423, -2.48587], [-3.19134, 2.62461, -0.02517], [-0.86815, -2.00798, -1.32444], [-3.71641, -0.27205, 3.37667], [-4.42361, 0.21957, 4.03168]], "forces_ev_per_a": [[-1.1873, -0.8687, -0.1697], [0.1713, 0.1752, 0.2619], [-0.0039, 0.0346, 0.0046], [1.0849, -0.0126, -0.2911], [-0.0251, 0.0468, 0.0302], [-0.1883, -0.4039, -0.8144], [-0.5320, -0.3928, -1.1284], [0.0039, 0.0195, -0.0071], [-0.9273, -0.1070, -0.4747], [0.0638, -0.3134, 0.0722], [-0.0268, -0.0241, 0.0274], [-0.0138, -0.1308, 0.8405], [0.0138, 0.1601, 0.2154], [-0.1027, 0.0837, 0.1076], [0.0183, -0.0180, 0.0652], [0.1712, 0.1283, 0.7696], [-0.1720, 1.1007, 0.6369], [0.7245, 0.3625, 0.3346], [0.0380, -0.0041, -0.0180], [-0.2683, -0.0454, -0.1058], [0.0582, -0.3274, -0.1302], [0.0842, 0.1282, -0.1441], [0.9108, 0.8381, 1.6917], [0.1719, -0.0472, -0.1541], [-0.3367, 0.6892, -0.0186], [0.1157, -0.1779, 0.1600], [0.1390, 0.0942, -0.1881], [-0.0452, 0.5713, 0.4838], [0.0524, 0.1570, 0.1011], [-0.4045, -0.0244, -0.9801], [0.2743, 0.0509, -0.1394], [-0.3082, 0.2177, -0.6252], [-0.2397, -0.1285, -0.0440], [0.0780, 0.0139, 0.2300], [-0.0007, -0.0846, 0.0462], [0.0274, 0.0060, 0.0004], [0.0219, -0.0158, 0.0179], [0.0082, 0.0359, 0.0037], [0.1242, 0.0390, -0.1666], [0.0007, 0.1189, 0.2017], [-0.0394, 0.0559, 0.2125], [0.3870, -0.1052, -0.0494], [-0.9523, -0.7577, -0.3848], [0.3935, 0.2365, -0.2458], [0.0252, -1.1231, 0.2191], [0.0265, 0.1240, 0.1663], [-0.0492, 0.0191, -0.0746], [0.0699, -0.0578, -0.1142], [1.1672, -0.5643, 0.0048], [0.2038, -0.0405, -0.0867], [-0.0773, -0.0230, 0.1049], [-0.0288, 0.0115, 0.3708], [-0.1902, 0.7345, 0.4846], [0.0289, -0.0299, 0.0976], [0.2202, 0.4208, -0.5612], [-0.2221, -0.9328, -0.9770], [0.1488, 0.1100, 0.2771], [-0.0001, 0.0313, -0.1724], [-0.5130, -0.1766, -0.1066], [-0.1760, 0.1050, 0.1640], [0.0030, 0.0173, -0.0317]], "e_homo_ev": -11.1108, "total_charge": 1, "energy_ev": -44565.683, "homo_lumo_gap_ev": 6.127}